--- w ---
This record from the Open Molecules 2025 dataset describes an isolated molecule of CHOPS. The level of theory is wB97M-V/def2-TZVPD.

Geometry as XYZ:
```
5
Properties=species:S:1:pos:R:3:mulliken_charge:R:1
C 0.33858 -0.29557 -0.47113 -0.118
O -1.10213 1.05836 1.47141 -0.386
P -1.16562 -0.24601 0.78036 0.414
S 1.15104 -1.33415 -1.36915 -0.167
H 0.77814 0.81736 -0.41149 0.257
```

Calculated values
Lowest unoccupied orbital energy: -2.083 eV
HOMO energy: -0.324 Ha
SMILES string: O=PC=S

--- x ---
This record from the Open Molecules 2025 dataset describes a cluster of 2 separate species, CHOPS in total. The level of theory is wB97M-V/def2-TZVPD.

Geometry as XYZ:
```
5
Properties=species:S:1:pos:R:3:mulliken_charge:R:1
C -0.72467 0.42965 -0.51688 -0.331
S -2.03293 0.39202 0.39180 -0.173
O 1.93391 -0.73462 1.14182 -0.321
H -0.26305 1.14432 -1.09546 0.314
P 1.08674 -1.23137 0.07872 0.511
```

Calculated values
Lowest unoccupied orbital energy (spin up / spin down): -1.236 / -1.236 eV
HOMO energy (spin up / spin down): -0.281 / -0.281 Ha

Which one sits at the top of the stability order? w does.

--- w ---
This record from the Open Molecules 2025 dataset describes an isolated molecule of C3H4. The level of theory is wB97M-V/def2-TZVPD.

Geometry as XYZ:
```
7
Properties=species:S:1:pos:R:3:mulliken_charge:R:1
H 1.87851 1.53112 0.64654 0.380
H -0.84912 -0.97812 -1.41335 0.254
H -1.98844 -0.24229 -0.27357 0.262
C -0.97637 -0.69964 -0.36462 -0.945
C 0.17196 0.13206 0.04871 -0.200
C 1.12128 0.78110 0.43681 0.008
H -0.94213 -1.59187 0.31495 0.242
```

Calculated values
Lowest unoccupied orbital energy: 1.098 eV
HOMO energy: -0.366 Ha
SMILES string: C#CC

--- x ---
This record from the Open Molecules 2025 dataset describes a cluster of 2 separate species, C3H4 in total. The level of theory is wB97M-V/def2-TZVPD.

Geometry as XYZ:
```
7
Properties=species:S:1:pos:R:3:mulliken_charge:R:1
C -1.55612 -0.00049 -0.03754 -0.610
C 2.27838 -0.11418 -0.02881 -0.300
C 1.12066 -0.01856 0.12960 -0.277
H -2.07536 -0.45595 -0.84283 0.281
H -1.44367 -0.54753 0.79383 0.347
H 3.39137 0.02677 -0.00030 0.297
H -1.71526 1.10994 -0.01394 0.263
```

Calculated values
Lowest unoccupied orbital energy (spin up / spin down): -1.012 / -1.854 eV
HOMO energy (spin up / spin down): -0.376 / -0.366 Ha

--- y ---
This record from the Open Molecules 2025 dataset describes a cluster of 2 separate species, C3H4 in total. The level of theory is wB97M-V/def2-TZVPD.

Geometry as XYZ:
```
7
Properties=species:S:1:pos:R:3:mulliken_charge:R:1
H 0.45370 -1.30087 -0.83665 0.339
C -0.04407 0.17765 1.03146 -0.305
C 0.67400 0.79755 0.09526 0.020
H -1.63768 -0.56483 -0.97400 -0.094
H -0.47623 0.31552 1.96119 0.379
C 0.14754 -0.48502 -0.25804 -0.688
H 1.35650 1.53100 -0.33698 0.348
```

Calculated values
Lowest unoccupied orbital energy (spin up / spin down): 0.935 / 0.936 eV
HOMO energy (spin up / spin down): -0.278 / -0.278 Ha

Which one sits at the top of the stability order? w does.

--- w ---
This record from the Open Molecules 2025 dataset describes a cluster of 2 separate species, H5NO2 in total. The level of theory is wB97M-V/def2-TZVPD.

Geometry as XYZ:
```
8
Properties=species:S:1:pos:R:3:mulliken_charge:R:1
O 1.16042 -2.36112 -0.87061 -0.348
N -0.75191 1.77893 0.30687 -0.619
H 0.33340 -2.35618 -1.47750 0.351
H -0.49338 2.13889 1.25470 0.224
H 0.99216 -1.06711 0.61536 0.339
H -1.70533 2.08147 0.05008 0.227
H -0.70097 0.82489 0.45354 0.177
O 1.16561 -1.03977 -0.33245 -0.351
```

Calculated values
Lowest unoccupied orbital energy: 0.823 eV
HOMO energy: -0.372 Ha
SMILES string: OO.N

--- x ---
This record from the Open Molecules 2025 dataset describes a cluster of 2 separate species, H5NO2 in total. The level of theory is wB97M-V/def2-TZVPD.

Geometry as XYZ:
```
8
Properties=species:S:1:pos:R:3:mulliken_charge:R:1
H -1.36650 1.87037 -0.60270 0.217
H -0.10307 1.24882 -1.52099 0.257
N -0.71696 2.09641 -1.36045 -0.681
H -1.27614 2.35142 -2.27110 0.241
H -0.52091 -0.38671 0.15600 0.305
O 0.49102 -1.48124 1.37725 -0.325
O 0.36236 -0.80397 0.17286 -0.348
H 1.45822 -1.47711 1.36105 0.334
```

Calculated values
Lowest unoccupied orbital energy: 0.876 eV
HOMO energy: -0.369 Ha
SMILES string: OO.N

Which one sits at the top of the stability order? w does.

--- w ---
This record from the Open Molecules 2025 dataset describes a structure of composition C2H8NOS. The level of theory is wB97M-V/def2-TZVPD.

Geometry as XYZ:
```
13
Properties=species:S:1:pos:R:3:mulliken_charge:R:1
H 2.00090 0.47078 -1.02370 0.340
H -1.21423 -0.34092 -1.62259 0.391
O 1.15684 0.24768 -1.30516 -0.449
C 0.25054 0.08643 -0.27688 0.171
H -0.47429 2.61347 -1.47238 0.208
H -0.46350 -0.27406 1.45724 0.373
H 1.20828 -0.98838 1.29675 0.341
H -1.58008 -0.98329 -0.15751 0.383
N -0.80447 -0.83059 -0.84309 -0.225
S -1.10590 1.99886 -0.36150 -0.183
C 0.54975 -0.11128 1.17785 -1.031
H -0.42727 -1.67661 -1.08203 0.306
H 0.92999 0.73208 1.69376 0.376
```

Calculated values
Lowest unoccupied orbital energy: -4.531 eV
HOMO energy: -0.500 Ha
Net charge: +1

--- x ---
This record from the Open Molecules 2025 dataset describes a cluster of 2 separate species, C2H8NOS in total. The level of theory is wB97M-V/def2-TZVPD.

Geometry as XYZ:
```
13
Properties=species:S:1:pos:R:3:mulliken_charge:R:1
C 0.66233 0.06603 -0.13034 -0.111
S 2.38831 -0.20893 -0.04669 -0.196
H 1.01743 2.24140 -0.02599 0.342
H 0.55975 1.55177 1.40809 0.357
C -1.47870 -1.14373 0.16280 -0.572
H 2.52423 -1.43407 -0.72043 0.215
O -0.13926 -0.78532 0.45544 -0.209
N 0.43533 1.56213 0.39430 -0.340
H -2.10904 -1.21641 1.04804 0.288
H -2.07754 -0.34905 -0.48945 0.297
H 0.23152 0.27198 -1.88826 0.288
H -1.45352 -2.20652 -0.36801 0.263
H -0.56084 1.65072 0.20049 0.377
```

Calculated values
Lowest unoccupied orbital energy: -4.324 eV
HOMO energy: -0.506 Ha
Net charge: +1

--- y ---
This record from the Open Molecules 2025 dataset describes the ion C2H8NOS with charge +1. The level of theory is wB97M-V/def2-TZVPD.

Geometry as XYZ:
```
13
Properties=species:S:1:pos:R:3:mulliken_charge:R:1
H -1.36773 1.30017 1.03664 0.315
H 1.37275 0.65495 -1.81325 0.195
S 2.00385 0.87256 -0.66879 -0.125
C 0.49419 -0.07507 0.30475 -0.290
H 0.37310 -2.08909 1.01643 0.309
N 0.79032 -1.54645 0.30008 -0.208
O -0.62551 0.12890 -0.41944 -0.348
H -1.62562 2.05417 -0.57005 0.254
H -2.63118 0.62304 -0.24048 0.223
H 1.85572 -1.56047 0.35704 0.425
C -1.61957 1.12399 -0.01752 -0.523
H 0.63222 -1.79366 -0.68034 0.370
H 0.34744 0.30696 1.39495 0.403
```

Calculated values
Lowest unoccupied orbital energy: -3.741 eV
HOMO energy: -0.519 Ha
SMILES string: CO[C@@H]([NH3+])S
Net charge: +1

Which one sits at the top of the stability order? y does.

--- w ---
This record from the Open Molecules 2025 dataset describes a cluster of 3 separate species, H6O3 in total. The level of theory is wB97M-V/def2-TZVPD.

Geometry as XYZ:
```
9
Properties=species:S:1:pos:R:3:mulliken_charge:R:1
H 19.95678 -9.63593 -11.13486 0.499
O 18.11652 -9.48253 -9.04633 -1.124
O 20.40509 -9.97650 -10.36074 -1.842
O 18.22634 -8.97205 -12.27991 -1.556
H 18.99179 -9.81613 -9.24342 0.514
H 17.55830 -10.26010 -9.04372 0.480
H 18.10839 -8.42521 -11.50319 0.472
H 21.33237 -9.80599 -10.52598 0.808
H 17.33833 -9.12492 -12.60288 0.748
```

Calculated values
Lowest unoccupied orbital energy (spin up / spin down): 4.091 / 4.482 eV
2S+1: 2
HOMO energy (spin up / spin down): 0.046 / -0.251 Ha
Net charge: -1
Expectation value of S²: 0.75

--- x ---
This record from the Open Molecules 2025 dataset describes a cluster of 3 separate species, H6O3 in total. The level of theory is wB97M-V/def2-TZVPD.

Geometry as XYZ:
```
9
Properties=species:S:1:pos:R:3:mulliken_charge:R:1
O 1.45379 10.27809 18.19587 -1.713
H 1.90706 11.04223 18.55206 0.544
H 0.75855 10.09525 18.82788 0.618
H -3.25815 9.81222 20.29107 0.613
O 2.17116 9.27485 15.68997 -1.083
H 1.90715 9.59390 16.55295 0.576
O -2.32130 9.95001 20.43091 -1.490
H 2.36055 8.34634 15.82499 0.375
H -1.94985 9.98614 19.54946 0.560
```

Calculated values
Lowest unoccupied orbital energy (spin up / spin down): 4.263 / 4.246 eV
2S+1: 2
HOMO energy (spin up / spin down): 0.031 / -0.269 Ha
Net charge: -1
Expectation value of S²: 0.75

Which one sits at the top of the stability order? x does.

--- w ---
This record from the Open Molecules 2025 dataset describes a structure of composition C3H5N3O2S. The level of theory is wB97M-V/def2-TZVPD.

Geometry as XYZ:
```
14
Properties=species:S:1:pos:R:3:mulliken_charge:R:1
H 1.00905 -1.47559 2.19903 0.300
O -0.68518 2.50029 -0.29912 -0.552
N -1.03701 -0.25922 0.71850 -0.119
S 1.52913 0.37100 0.62152 -0.144
H -0.32717 0.26982 -2.35241 0.555
C -0.54188 1.47050 -0.90659 0.154
H 0.79165 -1.55858 -1.55957 0.307
N -0.70163 -0.45914 1.83680 -0.369
H -0.89793 -1.45114 -1.37049 0.240
O -0.63585 1.32790 -2.17801 -0.603
N -0.14657 -0.92904 -1.61329 -0.727
H 0.99353 0.35159 2.90396 0.364
C 0.71079 -0.37979 2.15400 -0.382
C -0.06094 0.22138 -0.15434 0.976
```

Calculated values
Lowest unoccupied orbital energy: -0.382 eV
HOMO energy: -0.360 Ha

--- x ---
This record from the Open Molecules 2025 dataset describes a cluster of 2 separate species, C3H5N3O2S in total. The level of theory is wB97M-V/def2-TZVPD.

Geometry as XYZ:
```
14
Properties=species:S:1:pos:R:3:mulliken_charge:R:1
H -2.08307 -0.25484 0.08539 0.199
H -1.93149 1.30457 0.83341 0.213
N -1.56060 0.60177 0.21474 -0.356
C -1.38826 -2.37045 0.12193 -0.182
H 1.49530 1.55936 0.00614 0.262
H -0.01544 -0.90438 -1.67026 0.512
C -0.24795 0.59286 -0.07923 0.965
N 0.52149 1.59921 0.31057 -0.297
S 2.18459 -0.78941 -0.38212 0.610
H 0.21207 2.28844 0.97439 0.197
O 2.34606 -0.47994 1.03168 -0.526
N -2.19958 -3.07745 0.51694 -0.388
C 0.32442 -0.51709 -0.72789 -0.599
O 2.34246 0.44736 -1.23571 -0.611
```

Calculated values
Lowest unoccupied orbital energy (spin up / spin down): -2.873 / -2.875 eV
HOMO energy (spin up / spin down): -0.359 / -0.359 Ha

Which one sits at the top of the stability order? w does.